Entry from OMol25: 2 unconnected molecules or ions with the total composition C5H14 (ωB97M-V with the def2-TZVPD basis set).

Cartesian coordinates (Å):
C: 1.1406 1.3694 0.5989
C: 1.6482 0.1703 -0.1694
C: 1.6712 0.3876 -1.6770
H: 1.7144 2.2751 0.4123
H: 1.1169 1.1714 1.6682
H: 0.0762 1.5510 0.3952
H: 2.6596 -0.0607 0.1598
H: 1.0928 -0.7365 0.0882
H: 1.7502 -0.5562 -2.2138
H: 0.7251 0.7976 -2.0483
H: 2.4724 1.0393 -2.0164
C: -2.3071 -1.3706 -0.0002
C: -1.9413 -0.5646 1.2289
H: -1.6208 -1.1666 -0.8260
H: -2.3286 -2.4414 0.1812
H: -3.2951 -1.1183 -0.3864
H: -2.4300 -0.9035 2.1506
H: -2.0734 0.5104 1.1054
H: -0.9075 -0.7413 1.5112

As for the energy above the lowest of the compared OMol25 structures with the same formula, charge and spin: 12.2 kJ/mol. As for the spin multiplicity: 1. The value obtained for the HOMO-LUMO gap is 12.54 eV. Its structure (SMILES) is CCC.CC. Its LUMO energy is 1.170 eV.

Mulliken atomic charge list, values in e, 8 entries: -1.116 -0.048 -1.242 0.380 0.336 0.210 0.278 0.191

Entry from OMol25: a molecular structure, C25H17AsAuN3O2S2 (ωB97M-V with the def2-TZVPD basis set).

Cartesian coordinates (Å):
Au: 0.4235 -0.2089 -0.5676
O: -1.1653 0.1008 1.2637
N: -2.3106 0.6356 0.8680
C: -3.1334 1.1101 1.8408
C: -4.3288 1.7004 1.5370
C: -4.6894 1.8165 0.1906
C: -3.8458 1.3417 -0.7807
C: -2.6195 0.7315 -0.4526
S: -1.5914 0.1341 -1.6997
H: -2.7473 0.9939 2.8417
H: -4.9437 2.0763 2.3402
H: -5.6199 2.2917 -0.0899
H: -4.0799 1.4317 -1.8312
C: 5.0670 3.0233 2.2876
C: 4.6950 2.7313 0.9814
C: 3.3618 2.5066 0.6760
C: 2.4125 2.5822 1.6868
C: 2.7761 2.8552 2.9967
C: 4.1126 3.0861 3.2917
As: 0.5147 2.3074 1.2565
C: -0.2657 3.7898 0.3667
C: -0.0511 4.2530 -0.9224
C: -0.6543 5.4259 -1.3401
C: -1.4702 6.1340 -0.4301
C: -1.6895 5.6887 0.8465
C: -1.1089 4.4773 1.3072
C: -1.2583 3.8774 2.5773
C: -2.0691 4.3074 3.6651
C: -2.1444 3.5781 4.8192
C: -1.4170 2.3700 4.9961
C: -0.6017 1.9351 3.9674
C: -0.5227 2.6627 2.7889
H: 6.1100 3.1908 2.5254
H: 5.4414 2.6589 0.2017
H: 3.0690 2.2517 -0.3340
H: 2.0231 2.8923 3.7754
H: 4.4074 3.3011 4.3109
H: 0.5882 3.6994 -1.5998
H: -0.5004 5.7938 -2.3446
H: -1.9354 7.0598 -0.7482
H: -2.3133 6.2698 1.5160
H: -2.6429 5.2227 3.5754
H: -2.7785 3.9338 5.6228
H: -1.4866 1.8136 5.9199
H: -0.0393 1.0135 4.0721
S: 1.6770 1.0835 -2.2923
C: 3.2150 0.3807 -2.2897
N: 4.2845 -0.0524 -2.3386
O: 2.7590 -0.8294 2.7748
C: 2.3793 -0.8432 1.6515
N: 2.0610 -0.8989 0.5065

As for the energy above the lowest of the compared OMol25 structures with the same formula, charge and spin: 0.0 kJ/mol. The net charge is -1. As for the spin multiplicity: 4. The value obtained for the HOMO-LUMO gap (spin up / spin down) is 4.58 / 5.53 eV. Its LUMO energy (spin up / spin down) is 2.568 / 0.263 eV. As for the expectation value of S²: 3.779.

Mulliken atomic charge list, values in e, 8 entries: 0.677 -0.766 0.577 -0.197 -0.799 -0.239 -0.746 0.463

Entry from OMol25: C4H10N2OS in the gas phase (ωB97M-V with the def2-TZVPD basis set).

Cartesian coordinates (Å):
N: -0.5491 0.5259 2.1310
C: -0.0784 0.3315 0.7612
C: 0.0844 -1.1462 0.3797
S: 1.1680 -2.1173 1.4937
C: -1.0702 0.9738 -0.2625
N: -0.4033 1.8946 -1.1693
C: -0.0965 1.4973 -2.4412
O: -0.3502 0.4061 -2.8885
H: 0.1487 0.2818 2.7943
H: -1.3447 -0.0971 2.2648
H: 0.8743 0.8250 0.5760
H: -0.8087 -1.7489 0.2194
H: 0.4943 -1.1433 -0.6426
H: 2.1874 -2.1931 0.6374
H: -1.8022 1.5126 0.3412
H: -1.6097 0.2036 -0.8045
H: -0.2540 2.7915 -0.7532
H: 0.4506 2.2694 -3.0034

As for the energy above the lowest of the compared OMol25 structures with the same formula, charge and spin: 84.3 kJ/mol. As for the spin multiplicity: 1. The value obtained for the HOMO-LUMO gap is 9.96 eV. Its structure (SMILES) is N[C@@H](CS)CNC=O. Its LUMO energy is 0.806 eV.

Mulliken atomic charge list, values in e, 8 entries: -0.691 0.396 -1.032 -0.223 -0.925 -0.119 -0.029 -0.529